Density functional theory data (ωB97M-V/def2-TZVPD) for a structure of composition C24H33KN3O6.

The LUMO energy is -2.02 eV. Its gap between HOMO and LUMO is 0.301 Ha. The HOMO energy comes out at -10.23 eV. As for the energy relative to the best compared isomer or geometry (same formula, charge and spin): 10.2 kcal per mole. Its total charge is +1.

Positions of all 67 atoms, in Å:
K: 0.8697 0.9426 1.4475
O: 2.8936 1.7735 -0.2994
O: -1.5397 2.3305 1.2123
O: 3.6641 1.1740 2.2528
O: 1.7325 0.3617 4.0482
O: 0.3781 2.9291 -0.6497
O: -0.8117 1.4279 3.7534
N: -2.7119 -2.8886 -3.9370
N: -1.7545 -4.8136 -3.3409
N: 0.0963 -1.3340 0.0048
C: 3.9086 1.2582 3.6453
C: -0.8818 -0.7884 -0.7270
C: 0.8395 0.4280 5.1488
C: -2.8530 -6.3093 -5.0711
C: 2.5176 2.3883 -1.5253
C: -2.5755 -5.1176 -4.4073
C: -3.1610 -3.8981 -4.7699
C: -2.4898 2.2175 2.2638
C: -0.5820 3.9080 -0.2892
C: 4.2723 1.7583 0.0348
C: -0.0916 1.5966 4.9615
C: 0.4453 -2.5840 -0.2952
C: -3.7431 -6.2338 -6.1220
C: -4.0573 -3.8421 -5.8386
C: -1.7909 2.4354 3.5801
C: 4.4254 2.0991 1.4978
C: -1.5441 -1.4474 -1.7434
C: 3.1113 0.1761 4.3280
C: 1.5332 3.4972 -1.2460
C: -1.1822 -2.7581 -2.0392
C: -0.1558 -3.3291 -1.2957
C: -1.8470 3.2095 0.1393
C: -1.8896 -3.4693 -3.1093
C: -4.3368 -5.0169 -6.5019
H: 4.9750 1.1088 3.8558
H: -1.3155 3.4247 3.5889
H: 3.4219 -0.8018 3.9507
H: -0.8046 4.5598 -1.1428
H: -4.5109 -2.9034 -6.1258
H: 1.2434 -3.0160 0.2973
H: -2.3975 -7.2476 -4.7834
H: 0.4764 2.5353 4.9303
H: 1.2672 4.0043 -2.1815
H: -2.9398 1.2213 2.2384
H: 3.3042 0.2061 5.4031
H: -0.7832 1.6422 5.8119
H: 3.3874 2.7970 -2.0452
H: 1.3826 0.5599 6.0885
H: 1.9814 4.2355 -0.5685
H: -2.5810 3.9596 0.4466
H: 4.6847 0.7646 -0.1624
H: 2.0553 1.6361 -2.1699
H: -2.2640 2.6413 -0.6985
H: -1.1599 0.2329 -0.4811
H: -5.0278 -5.0102 -7.3339
H: 3.6175 2.2461 4.0250
H: 5.4853 2.0328 1.7722
H: -2.5231 2.3990 4.3960
H: 4.8285 2.4895 -0.5583
H: 4.0813 3.1224 1.6946
H: -3.2867 2.9571 2.1540
H: 0.2658 -0.5013 5.2086
H: -3.9912 -7.1331 -6.6698
H: -2.3332 -0.9699 -2.3063
H: -1.2294 -5.4691 -2.7913
H: -0.1949 4.5298 0.5280
H: 0.1968 -4.3348 -1.4817

---

Density functional theory data (ωB97M-V/def2-TZVPD) for a structure of composition C37H48N2O2P2PdSb.

The LUMO energy is 2.31 eV. Its gap between HOMO and LUMO is 0.215 Ha. The HOMO energy comes out at -3.53 eV. As for the energy relative to the best compared isomer or geometry (same formula, charge and spin): 7.6 kcal per mole. Its total charge is -1.

Positions of all 93 atoms, in Å:
Sb: 3.0435 -0.3395 -0.0906
Pd: 0.5335 -0.6967 1.0401
P: -2.0848 -3.1501 0.7886
P: -1.4657 -0.3278 0.3929
O: 1.9936 -3.5250 1.7852
O: 1.8239 -1.5183 2.7832
N: 1.2319 3.1595 -0.5423
N: -2.6971 -1.5065 0.8213
C: 1.7218 -2.7790 2.7332
C: 5.0203 -2.3053 1.1584
C: -3.2590 -0.1829 -3.3582
C: 0.1837 -3.3767 -0.7624
C: -4.7418 -6.1249 -0.1054
C: -2.2801 1.2067 1.0506
C: 4.7096 -1.7093 -0.2143
C: -1.8399 -3.2509 -2.0601
C: -4.8536 -3.3590 0.0506
C: -2.0949 3.0988 2.5460
C: 3.5703 4.9320 1.2598
C: -1.8525 -0.1002 -1.3967
C: 0.9241 -3.4010 -1.9388
C: -3.5270 1.6797 0.6449
C: -1.0335 0.7017 -3.5228
C: 1.6232 4.0454 0.0724
C: -3.0594 -0.4290 -2.0084
C: -0.8367 0.4519 -2.1715
C: 1.2278 5.3607 2.0821
C: 2.0383 6.4394 -0.0461
C: -3.6141 -5.3993 0.2391
C: -3.2164 -1.2788 2.1789
C: 3.1898 1.4174 2.4085
C: 3.9942 1.1754 1.1328
C: -3.3353 3.5600 2.1329
C: -1.2053 -3.2690 -0.8189
C: -3.6501 -4.0059 0.3074
C: -2.2460 0.3869 -4.1193
C: -5.9385 -5.4672 -0.3677
C: -5.9911 -4.0847 -0.2831
C: -1.0981 -3.2788 -3.2303
C: -4.0529 2.8453 1.1815
C: 0.2889 -3.3385 -3.1687
C: -1.5739 1.9288 2.0083
C: 2.1201 5.1945 0.8465
C: 3.3640 0.6790 -1.9784
C: 4.8078 1.0473 -2.2997
H: -2.6825 -5.9144 0.4501
H: 5.4129 0.1569 -2.4769
H: -2.4112 -1.1524 2.9162
H: 0.1872 5.5124 1.7957
H: -5.0224 3.2023 0.8551
H: 5.8745 -2.9879 1.1140
H: 5.2719 1.5999 -1.4790
H: 1.3390 -3.2613 3.6702
H: -4.2004 -0.4529 -3.8225
H: 3.6748 2.1502 3.0622
H: -0.2339 1.1356 -4.1111
H: 2.1861 1.7837 2.1644
H: 5.0168 0.8679 1.3602
H: -2.9192 -3.1856 -2.1129
H: 2.6566 6.3195 -0.9357
H: 2.9406 0.0559 -2.7707
H: 0.1128 0.6801 -1.6955
H: 1.0122 6.6247 -0.3634
H: -2.3978 0.5699 -5.1764
H: -6.8238 -6.0318 -0.6328
H: 0.6914 -3.4553 0.1970
H: 4.2069 4.7980 0.3852
H: 4.4258 -2.4975 -0.9148
H: -4.8862 -2.2775 0.1022
H: -3.8345 -0.9130 -1.4262
H: -3.8464 -0.3878 2.1933
H: -0.6015 1.5500 2.3130
H: 4.1589 -2.8556 1.5378
H: 3.9379 5.7876 1.8293
H: 3.6463 4.0380 1.8755
H: 4.0454 2.0819 0.5186
H: 4.8764 1.6709 -3.1968
H: 5.2587 -1.5210 1.8804
H: 0.8709 -3.3432 -4.0827
H: 1.2810 4.4763 2.7166
H: -4.6932 -7.2052 -0.1652
H: 1.5664 6.2246 2.6572
H: -1.5330 3.6505 3.2904
H: 2.7346 1.5681 -1.9125
H: -1.6008 -3.2348 -4.1888
H: -6.9210 -3.5660 -0.4836
H: -3.8253 -2.1327 2.4841
H: 2.3939 7.3070 0.5122
H: 3.0485 0.4950 2.9691
H: -4.0895 1.1378 -0.1023
H: -3.7443 4.4727 2.5498
H: 2.0046 -3.4650 -1.8833
H: 5.5714 -1.1829 -0.6285

---

Density functional theory data (ωB97M-V/def2-TZVPD) for an isolated molecule of C7H17N in a non-equilibrium geometry.

The LUMO energy is 1.13 eV. Its gap between HOMO and LUMO is 0.341 Ha. The structure (SMILES) is CCCCN(C)CC. The HOMO energy comes out at -8.14 eV. As for the energy relative to the best compared isomer or geometry (same formula, charge and spin): 42.5 kcal per mole.

Positions of all 25 atoms, in Å:
N: -0.1506 -1.0490 -0.1791
C: -0.4972 0.3633 -0.3796
C: 1.6193 -2.7125 0.1771
C: -1.3510 2.8941 1.1134
C: 1.1845 -1.4760 -0.6512
C: 0.5378 1.3131 0.2063
C: -1.1588 -1.9906 -0.5558
C: -0.0830 2.7250 0.3040
H: 0.8956 0.9077 1.1613
H: 2.1178 -2.3371 1.0710
H: -1.7626 1.9391 1.4100
H: 1.1987 -1.6591 -1.7297
H: -0.2161 2.9282 -0.7752
H: 1.4619 1.3790 -0.3840
H: -1.4746 0.3569 0.1347
H: -2.0809 3.5610 0.6266
H: -1.2945 3.5397 2.0054
H: -0.9341 -2.7629 -1.3040
H: -2.0672 -1.4714 -0.8589
H: -0.7746 0.6312 -1.4158
H: 1.9449 -0.6961 -0.5272
H: 2.1390 -3.4951 -0.3618
H: 0.6289 3.5480 0.4602
H: 0.7239 -3.1802 0.5824
H: -1.3382 -2.7798 0.2283